Below is a molecular structure, C56H80Cl2KO7PS2, with properties calculated with ωB97M-V with the def2-TZVPD basis set.

Calculated values
energy above the lowest of the compared OMol25 structures with the same formula, charge and spin = 0.079 eV
charge = -2

Atoms and positions in Å:
K (1.41223, -0.48734, 0.36784)
C (3.73514, 1.91669, 1.90353)
O (2.48761, 1.52832, 1.34719)
C (1.41329, 2.33938, 1.66356)
C (0.97499, 3.28046, 0.72044)
C (1.51263, 3.40032, -0.70344)
C (0.52361, 2.91448, -1.74789)
C (-0.43043, 3.74565, -2.30494)
C (-1.41999, 3.28700, -3.18207)
C (-1.42459, 1.92151, -3.47127)
C (-0.49137, 1.04167, -2.94508)
C (-0.57558, -0.45729, -3.18066)
C (-1.41833, -1.17536, -2.13115)
C (-2.79875, -0.97656, -2.17721)
C (-3.65926, -1.50596, -1.23137)
C (-3.08999, -2.18353, -0.15541)
C (-1.72124, -2.38143, -0.02439)
C (-1.19053, -2.92518, 1.30390)
C (-1.25154, -1.89209, 2.42559)
C (-2.44648, -1.57660, 3.04646)
C (-2.56878, -0.56545, 4.00598)
C (-1.43192, 0.20271, 4.24071)
C (-0.20891, -0.05583, 3.64060)
C (0.94382, 0.92974, 3.78646)
C (0.74301, 2.14101, 2.87517)
C (-0.27733, 3.03713, 3.19530)
C (-0.70312, 4.02795, 2.32398)
C (-0.07635, 4.11090, 1.08561)
C (-1.87791, 4.95465, 2.63485)
C (-3.01831, 4.65490, 1.65113)
C (-2.40945, 4.76211, 4.05460)
C (-1.44452, 6.41845, 2.47879)
C (-0.04574, -1.21785, 2.82254)
O (1.09851, -1.58098, 2.39263)
C (-3.90836, -0.30516, 4.69150)
C (-4.41212, -1.58825, 5.36968)
C (-4.94870, 0.14989, 3.66006)
C (-3.80939, 0.77771, 5.76710)
C (-0.90896, -1.96461, -1.09620)
O (0.43640, -2.26205, -1.09536)
C (0.80790, -3.62332, -1.32654)
C (-5.17811, -1.35633, -1.32127)
C (-5.71561, -0.69902, -0.04551)
C (-5.60441, -0.49906, -2.51262)
C (-5.81110, -2.74636, -1.47228)
C (0.54629, 1.53375, -2.10416)
O (1.43664, 0.74659, -1.63279)
C (-2.43733, 4.27013, -3.75985)
C (-1.72248, 5.32474, -4.61717)
C (-3.47787, 3.57517, -4.63831)
C (-3.18822, 4.98123, -2.62364)
H (3.99783, 2.92564, 1.56560)
H (4.47092, 1.19991, 1.54960)
H (3.69633, 1.89230, 2.99623)
H (2.44350, 2.84087, -0.79135)
H (1.72157, 4.45968, -0.88274)
H (-0.40993, 4.80095, -2.03784)
H (-2.19035, 1.51227, -4.12332)
H (0.42664, -0.88384, -3.20732)
H (-1.05270, -0.62872, -4.15059)
H (-3.18123, -0.37935, -2.99517)
H (-3.72905, -2.55209, 0.63897)
H (-0.16344, -3.27312, 1.20522)
H (-1.80743, -3.78625, 1.57791)
H (-3.32980, -2.15041, 2.77380)
H (-1.49113, 1.04326, 4.92390)
H (1.88426, 0.42449, 3.56989)
H (0.97809, 1.29332, 4.81823)
H (-0.77874, 2.90400, 4.14356)
H (-0.43090, 4.82483, 0.34956)
H (-3.34909, 3.61927, 1.75292)
H (-2.70224, 4.79727, 0.61667)
H (-3.87196, 5.31257, 1.84275)
H (-2.78707, 3.74985, 4.20950)
H (-3.23511, 5.45588, 4.23260)
H (-1.63869, 4.95420, 4.80465)
H (-1.13689, 6.63640, 1.45529)
H (-0.60247, 6.64456, 3.13663)
H (-2.27071, 7.08917, 2.73247)
H (-4.54948, -2.39149, 4.64449)
H (-5.37218, -1.41261, 5.86705)
H (-3.69280, -1.93451, 6.11455)
H (-5.09091, -0.60686, 2.88930)
H (-4.62232, 1.06659, 3.16372)
H (-5.91754, 0.33770, 4.13658)
H (-3.08333, 0.51170, 6.53848)
H (-4.78371, 0.90915, 6.24655)
H (-3.51550, 1.74093, 5.34495)
H (0.89977, -3.79758, -2.40166)
H (0.06282, -4.30306, -0.90814)
H (1.76381, -3.80562, -0.83695)
H (-5.26580, 0.28350, 0.10922)
H (-5.49591, -1.30296, 0.83418)
H (-6.80164, -0.57891, -0.10665)
H (-5.17277, 0.50257, -2.46021)
H (-6.69266, -0.39672, -2.51901)
H (-5.30420, -0.94793, -3.46191)
H (-5.57348, -3.38029, -0.61664)
H (-5.43929, -3.24480, -2.36983)
H (-6.90007, -2.66590, -1.54551)
H (-1.17484, 4.84629, -5.43167)
H (-1.00338, 5.89061, -4.02241)
H (-2.44172, 6.03067, -5.04663)
H (-3.01516, 3.09160, -5.50145)
H (-4.19766, 4.30997, -5.00994)
H (-4.02946, 2.81494, -4.08129)
H (-2.50111, 5.52195, -1.97067)
H (-3.72534, 4.25636, -2.00836)
H (-3.90986, 5.70134, -3.02402)
Cl (3.92113, -1.86198, 2.70450)
C (5.65905, -1.73736, 2.57458)
Cl (6.33938, -0.36565, 3.52913)
H (5.92702, -1.55579, 1.54139)
H (6.12960, -2.62991, 2.96893)
C (7.19171, -4.73735, 1.05512)
C (6.94482, -4.61243, -0.44159)
C (6.32605, -3.27802, -0.82258)
O (6.22643, -5.74772, -0.94168)
P (4.61813, -6.03674, -0.87683)
S (4.43915, -7.94574, -1.33216)
S (3.77762, -5.30402, 0.74152)
O (4.08508, -5.08982, -2.10518)
C (4.21170, -5.46320, -3.47857)
C (5.46626, -4.83426, -4.06236)
C (2.95032, -5.00370, -4.18284)
H (7.92699, -3.99010, 1.36960)
H (7.58001, -5.73029, 1.28590)
H (6.26484, -4.59433, 1.60882)
H (7.91229, -4.69595, -0.95082)
H (5.37506, -3.12693, -0.31165)
H (6.15307, -3.22326, -1.89809)
H (7.00464, -2.46941, -0.53528)
H (4.29038, -6.55202, -3.53100)
H (5.40223, -3.74305, -4.02181)
H (5.59567, -5.13342, -5.10602)
H (6.34149, -5.15247, -3.49566)
H (2.84282, -3.91843, -4.10698)
H (2.07787, -5.47042, -3.72535)
H (2.97662, -5.27486, -5.24127)
C (3.88712, -1.20117, -2.17079)
C (4.66209, -0.20005, -1.36733)
C (4.84692, 1.15343, -2.00674)
O (5.06833, -0.42628, -0.24535)
H (4.23971, -1.20783, -3.20500)
H (2.87225, -0.78621, -2.18961)
H (3.92712, -2.19779, -1.73515)
H (5.49539, 1.05997, -2.88191)
H (5.28543, 1.84525, -1.29051)
H (3.87466, 1.51710, -2.34781)

Forces on atoms 1 to 3 (eV/Å):
0.41 -0.16 -0.16
-0.16 0.09 0.05
0.16 0.16 -0.01



Below is 14 unconnected molecules or ions with the total composition C57H106Cl6F18O27, with properties calculated with ωB97M-V with the def2-TZVPD basis set.

Calculated values
charge = 0

Atoms and positions in Å:
C (0.73140, 6.60842, -6.41521)
O (-0.07204, 5.55225, -5.87968)
C (0.79252, 4.47917, -5.65315)
C (-0.04287, 3.53306, -4.77047)
O (-1.10987, 3.06836, -5.45445)
C (-1.88032, 2.06502, -4.73450)
C (-3.07610, 1.66227, -5.56829)
O (-4.05396, 2.70784, -5.34224)
C (-5.13842, 2.69515, -6.28778)
H (1.06214, 6.41304, -7.43759)
H (1.66603, 6.77558, -5.79038)
H (0.06979, 7.50561, -6.28590)
H (1.71363, 4.83092, -5.14314)
H (1.08838, 3.99670, -6.60600)
H (-0.27221, 4.04636, -3.83416)
H (0.63441, 2.70131, -4.50110)
H (-2.28714, 2.50959, -3.81171)
H (-1.25487, 1.23205, -4.58086)
H (-3.49531, 0.70389, -5.18223)
H (-2.81374, 1.62167, -6.62981)
H (-5.59384, 3.66783, -6.19177)
H (-5.86337, 1.85883, -6.08791)
H (-4.61995, 2.50488, -7.27841)
C (4.08016, -2.47177, 3.07574)
O (3.72399, -2.95681, 4.35614)
C (2.34613, -3.16015, 4.35738)
C (1.90776, -3.64249, 5.69540)
O (2.08943, -5.01953, 6.01554)
C (3.38381, -5.26867, 6.54952)
C (3.36192, -6.59264, 7.20630)
O (3.48285, -6.49676, 8.62028)
C (2.76994, -7.50881, 9.26972)
H (4.01511, -3.29960, 2.30314)
H (5.13979, -2.06355, 3.11642)
H (3.54424, -1.57381, 2.81744)
H (2.13049, -3.84717, 3.50617)
H (1.79163, -2.25298, 4.11480)
H (0.84239, -3.47195, 5.67425)
H (2.40665, -3.01026, 6.43811)
H (3.69099, -4.58925, 7.32337)
H (4.21033, -5.23069, 5.78924)
H (4.06281, -7.28147, 6.72498)
H (2.34978, -7.04442, 7.01221)
H (3.33264, -8.44781, 9.16863)
H (1.81326, -7.60097, 8.85378)
H (2.70094, -7.20490, 10.33423)
C (-5.89397, 6.31820, 1.18449)
O (-5.08976, 5.85857, 0.13201)
C (-5.63541, 4.97233, -0.82693)
C (-4.56358, 4.64353, -1.81400)
O (-4.21165, 5.86312, -2.40273)
C (-3.29460, 5.60813, -3.52888)
C (-2.63476, 6.86862, -4.05669)
O (-1.91203, 7.52855, -3.07789)
C (-1.12231, 8.58411, -3.55337)
H (-6.70228, 6.95726, 0.67945)
H (-5.34186, 6.97648, 1.85474)
H (-6.45489, 5.54604, 1.76250)
H (-6.55529, 5.39399, -1.28281)
H (-5.89808, 4.06642, -0.32143)
H (-4.90614, 3.88117, -2.51612)
H (-3.72796, 4.22296, -1.29110)
H (-3.82454, 5.19707, -4.40699)
H (-2.51873, 4.87719, -3.33201)
H (-3.34486, 7.58637, -4.53809)
H (-1.93740, 6.48563, -4.82199)
H (-1.71219, 9.42828, -3.99579)
H (-0.44910, 8.25153, -4.32839)
H (-0.49982, 8.92373, -2.74533)
C (0.52063, -5.31635, -5.17042)
O (-0.09156, -4.05809, -4.98137)
C (0.48765, -3.35393, -3.89230)
C (0.35676, -1.89154, -4.02600)
O (1.14411, -1.46351, -5.08447)
C (0.78689, -0.30297, -5.88580)
C (1.13471, -0.51149, -7.35158)
O (0.20745, -1.46046, -7.83559)
C (0.74636, -2.74252, -8.02100)
H (1.60867, -5.18172, -5.05340)
H (0.29866, -5.77582, -6.17498)
H (0.15139, -6.01210, -4.38601)
H (1.54365, -3.62389, -3.70333)
H (0.00243, -3.53683, -2.91745)
H (0.63850, -1.39408, -3.12720)
H (-0.67773, -1.65245, -4.25216)
H (1.13319, 0.63496, -5.47620)
H (-0.32415, -0.39380, -5.94748)
H (2.18178, -0.90533, -7.43058)
H (1.10047, 0.46518, -7.94080)
H (1.20706, -3.10035, -7.04805)
H (1.52989, -2.79296, -8.84017)
H (-0.07260, -3.33951, -8.26451)
C (3.67494, 0.42452, 0.87607)
O (3.08797, 1.15180, -0.20602)
C (1.92664, 0.46510, -0.65755)
C (1.23145, 1.49459, -1.50033)
O (0.10702, 0.93869, -2.16127)
C (-1.10047, 1.05761, -1.42151)
C (-1.97144, -0.19260, -1.70008)
O (-3.23768, 0.06962, -1.12271)
C (-4.12266, 0.82340, -1.89266)
H (2.87638, 0.12127, 1.57446)
H (4.39113, 1.02505, 1.45450)
H (4.18775, -0.47524, 0.50331)
H (1.32801, 0.20617, 0.22872)
H (2.16076, -0.43971, -1.28195)
H (1.99523, 1.91719, -2.22402)
H (1.04657, 2.32090, -0.88678)
H (-1.63003, 1.98658, -1.65231)
H (-0.92525, 1.14733, -0.35763)
H (-1.51551, -1.08765, -1.25425)
H (-2.11459, -0.42448, -2.80387)
H (-5.02127, 0.90107, -1.29343)
H (-4.34177, 0.36309, -2.88108)
H (-3.71476, 1.82996, -2.09817)
C (2.10934, -5.56828, -0.13417)
C (1.48358, -4.22107, 0.09700)
O (0.23005, -4.37593, 0.85666)
C (-0.37756, -3.19648, 1.04340)
O (-0.22571, -2.22327, 0.42913)
C (-1.41607, -3.24297, 2.23355)
F (-2.28515, -2.26897, 1.94873)
F (-2.00883, -4.42152, 2.32828)
F (-0.77555, -2.92025, 3.38776)
H (3.10691, -5.48898, -0.50975)
H (1.52983, -6.15339, -0.84257)
H (2.13637, -6.16322, 0.78410)
H (1.22099, -3.79369, -0.84407)
H (2.09835, -3.42544, 0.60146)
C (5.15236, -5.34179, -3.02484)
C (5.62467, -4.13573, -2.27484)
O (5.39895, -2.94458, -3.16703)
C (4.37775, -2.10715, -2.86923)
O (3.49839, -2.29296, -2.04981)
C (4.53321, -0.73038, -3.55813)
F (3.30021, -0.18802, -3.64044)
F (5.33815, -0.00811, -2.74976)
F (5.16970, -0.81562, -4.71372)
H (5.62191, -5.37922, -4.00950)
H (4.06560, -5.19947, -3.10707)
H (5.31692, -6.29166, -2.55527)
H (6.66881, -4.14223, -2.08631)
H (5.15073, -3.84298, -1.33838)
C (-4.99028, 1.92859, 1.63967)
C (-3.59044, 1.58323, 1.91977)
O (-3.00969, 2.44752, 2.93057)
C (-1.72546, 2.66665, 2.90329)
O (-0.92071, 2.09562, 2.26277)
C (-1.40490, 3.67570, 4.03032)
F (-1.60494, 3.10740, 5.21365)
F (-0.16670, 4.04417, 3.90563)
F (-2.26933, 4.73662, 4.13118)
H (-5.70638, 1.57136, 2.40461)
H (-5.34858, 1.48905, 0.71298)
H (-5.17355, 3.01443, 1.49828)
H (-2.94201, 1.70949, 1.06253)
H (-3.50265, 0.57678, 2.33142)
C (-8.25252, -0.88628, 0.22506)
C (-7.80009, -0.56398, 1.63406)
O (-7.37117, -1.82242, 2.21732)
C (-6.64023, -1.68988, 3.31760)
O (-5.99821, -0.73382, 3.63686)
C (-6.55920, -3.02552, 4.15401)
F (-7.17999, -3.04746, 5.34795)
F (-6.98293, -4.05891, 3.42219)
F (-5.21403, -3.19236, 4.40570)
H (-7.44589, -1.47622, -0.16631)
H (-8.46603, 0.01323, -0.32326)
H (-9.12411, -1.54769, 0.32416)
H (-8.49377, -0.12888, 2.34181)
H (-6.92958, 0.06266, 1.52152)
C (8.66334, -4.63144, 3.28785)
C (7.79069, -3.42115, 3.57079)
O (7.81690, -2.50778, 2.45520)
C (7.50896, -2.86881, 1.24319)
O (7.18608, -3.96195, 0.91421)
C (7.62003, -1.57634, 0.33113)
F (7.31116, -1.88166, -0.93317)
F (6.85351, -0.53998, 0.71210)
F (8.89382, -1.12095, 0.32811)
H (9.02075, -5.20934, 4.18357)
H (9.60383, -4.27447, 2.76747)
H (8.22012, -5.26996, 2.55864)
H (8.11448, -2.81329, 4.44977)
H (6.76237, -3.74620, 3.73352)
C (-4.22669, 1.73335, 7.48067)
C (-3.70597, 0.65356, 6.55117)
O (-2.21905, 0.59693, 6.69511)
C (-1.66578, 0.13444, 5.62651)
O (-2.16983, -0.24125, 4.56717)
C (-0.09561, -0.00619, 5.81717)
F (0.14076, -0.90525, 6.77900)
F (0.45883, -0.36148, 4.70267)
F (0.38526, 1.14138, 6.23556)
H (-5.33102, 1.68753, 7.35276)
H (-3.80857, 2.73675, 7.23881)
H (-4.04659, 1.42796, 8.46879)
H (-3.90492, 0.82931, 5.51820)
H (-4.02229, -0.35459, 6.75546)
C (2.14209, 3.91788, 1.42144)
Cl (3.10287, 3.34510, 2.81184)
Cl (2.63665, 5.50078, 0.85782)
H (2.29585, 3.30400, 0.56564)
H (1.10405, 3.88893, 1.74401)
C (5.11278, -0.14643, 5.84370)
Cl (3.86492, 0.75901, 5.00869)
Cl (6.60528, -0.28046, 4.90613)
H (5.34056, 0.29035, 6.82030)
H (4.81848, -1.16491, 6.05899)
C (-1.33941, 5.89501, -0.24591)
Cl (-1.22766, 6.01175, 1.58866)
Cl (-0.94824, 4.36035, -0.92023)
H (-2.35177, 6.10616, -0.56774)
H (-0.60426, 6.64043, -0.58447)

Forces on atoms 1 to 3 (eV/Å):
-0.68 1.11 1.34
1.50 1.22 -0.77
-0.99 -1.11 0.67



no.,lowest unoccupied orbital energy (eV)
1,3.55
2,0.41